Here is a cluster of 8 separate species, C26H72Cl6N11O7P3 in total from the OMol25 dataset. Energies are from the ωB97M-V functional and the def2-TZVPD basis.

Geometry as ORCA input:
```
! RIJCOSX wB97M-V def2-TZVPD def2/J DEFGRID3
* xyz 0 1
C -31.56970 2.89815 -2.71809
N -31.68216 3.37851 -1.32696
C -31.06561 4.67375 -1.04655
P -31.59734 2.27012 -0.05772
O -30.19933 1.76962 0.10432
N -32.25029 3.07375 1.25853
C -33.47318 3.85742 1.20895
C -31.58320 2.85409 2.51567
N -32.66245 1.05157 -0.45616
C -34.04238 1.34208 -0.83217
C -32.12551 -0.12682 -1.14244
H -30.74396 2.18527 -2.78605
H -31.37258 3.74336 -3.37109
H -32.52277 2.43314 -2.96228
H -29.97095 4.58920 -1.00687
H -31.37964 5.06809 -0.08015
H -31.32074 5.41953 -1.80022
H -33.42386 4.73860 1.84713
H -33.67550 4.21159 0.19801
H -34.30664 3.20515 1.47832
H -30.51586 2.66743 2.41472
H -31.71669 3.67559 3.22593
H -31.97503 1.98831 3.07351
H -34.08924 2.13764 -1.57807
H -34.58158 0.45857 -1.17602
H -34.69017 1.60210 0.01062
H -32.82838 -0.95227 -1.16284
H -31.13740 -0.32246 -0.73210
H -31.87245 0.06435 -2.20071
C -29.64519 -0.74120 2.42068
N -29.32031 -2.14697 2.23581
C -29.95281 -3.04217 3.25351
P -29.45641 -2.73638 0.66640
O -30.84802 -2.76644 0.14939
N -28.50953 -1.63450 -0.17284
C -27.24749 -1.08077 0.30685
C -28.81140 -1.39235 -1.59224
N -28.66279 -4.23762 0.64064
C -27.40372 -4.41155 1.34982
C -29.16546 -5.29789 -0.21488
H -28.74654 -0.13756 2.25706
H -29.95062 -0.53006 3.44166
H -30.35388 -0.29914 1.71266
H -29.48686 -4.01904 3.12196
H -31.00704 -3.13695 2.98528
H -29.77393 -2.66672 4.25565
H -26.41820 -1.63726 -0.13880
H -27.19290 -0.02681 0.02294
H -27.18202 -1.16130 1.38866
H -29.14309 -0.36006 -1.69034
H -27.89315 -1.63295 -2.13114
H -29.61871 -2.02015 -1.96355
H -26.65982 -3.70119 0.98245
H -27.50426 -4.18186 2.41323
H -27.07628 -5.43669 1.19245
H -28.45708 -5.38275 -1.05173
H -30.11109 -5.02992 -0.67927
H -29.23418 -6.24195 0.32854
C -27.51886 5.47100 9.46676
N -26.70374 4.73100 8.48505
C -27.16185 3.38818 8.22731
P -25.56503 5.59932 7.56613
O -25.31315 6.96195 8.08118
N -24.21484 4.59155 7.48802
C -24.16707 3.36139 6.69330
C -23.14374 4.78610 8.43907
N -26.17137 5.56234 6.01202
C -27.60019 5.72929 5.84653
C -25.31755 5.89380 4.88258
H -27.02281 5.54090 10.43859
H -28.42701 4.91054 9.69243
H -27.71844 6.45319 9.04449
H -28.08196 3.37746 7.62640
H -27.25355 2.84565 9.16894
H -26.47554 2.81875 7.59752
H -24.96947 3.38426 5.95535
H -23.25634 3.38711 6.09108
H -24.25752 2.49804 7.35221
H -23.36734 4.28631 9.39430
H -22.16226 4.46913 8.09308
H -23.12924 5.83690 8.73801
H -28.12332 4.76469 5.91368
H -28.03935 6.36506 6.61857
H -27.82311 6.05091 4.83327
H -25.64386 5.30536 4.02220
H -24.29148 5.56613 5.03669
H -25.36004 6.94942 4.61014
C -29.29928 7.93950 -0.78856
N -27.94944 7.73725 -0.18352
O -27.01898 8.30319 -0.69915
O -27.90257 7.23061 0.92146
H -29.19193 7.65469 -1.83160
H -29.43970 9.01326 -0.68885
H -30.04647 7.39204 -0.22838
C -29.48239 6.76642 3.13998
N -30.75384 6.27953 2.56119
O -30.70261 5.79637 1.44310
O -31.78117 6.34644 3.19263
H -29.66292 6.70476 4.20598
H -29.22370 7.70757 2.66499
H -28.75328 6.04028 2.79003
Cl -26.93678 2.83289 3.57850
C -28.14210 2.53757 2.27634
C -28.17585 3.61728 1.22423
Cl -26.83638 3.57380 0.04836
H -29.13574 2.42411 2.70990
H -27.99075 1.56104 1.82258
H -28.40334 4.60983 1.60405
H -29.05310 3.37497 0.61632
Cl -28.87567 4.35755 -4.28876
C -27.73965 3.48602 -3.22838
C -28.37267 2.23242 -2.65078
Cl -28.60253 1.05356 -3.98161
H -27.40153 4.16269 -2.44846
H -26.85378 3.26675 -3.82107
H -29.34023 2.43890 -2.19679
H -27.73176 1.80508 -1.88433
Cl -28.33081 -2.20343 6.93569
C -27.44532 -1.01635 5.92778
C -27.89921 0.39489 6.22108
Cl -29.63152 0.64425 5.80950
H -27.57947 -1.28846 4.88468
H -26.38258 -1.02895 6.17284
H -27.36129 1.08596 5.57044
H -27.72664 0.75016 7.23312
*
```

Calculated values
**Frontier orbital gap**: 0.284 Ha
**E_LUMO**: -0.017 Ha
**SMILES string**: CN(C)P(=O)(N(C)C)N(C)C.CN(C)P(=O)(N(C)C)N(C)C.CN(C)P(=O)(N(C)C)N(C)C.C[N+](=O)[O-].C[N+](=O)[O-].ClCCCl.ClCCCl.ClCCCl

Results of the Mulliken charge analysis, in e, for atoms 1 through 6: -1.0811 0.4180 -0.9333 -0.4699 0.1725 0.4672

***

Here is a cluster of 8 separate species, C26H72N6O8 in total from the OMol25 dataset. Energies are from the ωB97M-V functional and the def2-TZVPD basis.

Geometry as ORCA input:
```
! RIJCOSX wB97M-V def2-TZVPD def2/J DEFGRID3
* xyz -1 2
C 1.58763 -0.93119 3.94915
O 2.44618 -1.93350 3.38904
H 2.16410 -0.01628 4.08600
H 0.72361 -0.66231 3.34148
H 1.17607 -1.33060 4.87608
C 0.79704 -0.53572 0.10283
O 0.12739 -1.77241 -0.03861
H 1.85646 -0.58511 -0.14870
H 0.37563 0.33003 -0.40805
H 0.75429 -0.19055 1.13585
C -2.41046 3.33906 4.62891
C -2.27291 2.05895 3.93811
C -1.41702 1.96593 2.62107
O -2.13360 2.65818 1.59044
C -1.35019 3.30739 0.61321
N -1.67002 1.22349 4.99721
H -2.85255 4.19139 4.11299
H -1.43490 3.79661 4.79332
H -2.99104 3.22543 5.54439
H -3.29365 1.71709 3.76689
H -1.19037 0.91892 2.41982
H -0.45238 2.43300 2.81959
H -0.71753 2.54481 0.15900
H -0.89681 3.96835 1.35191
H -1.81728 3.87458 -0.19192
H -0.81905 1.64551 5.34047
H -1.35771 0.30745 4.70836
C -0.78114 -3.83105 6.50432
C -0.86184 -4.14554 5.02621
C -1.54226 -2.99896 4.21435
O -1.42131 -3.20133 2.80041
C -2.27832 -2.19234 2.12463
N 0.50354 -4.36450 4.60689
H -0.60863 -2.76963 6.68245
H -0.07470 -4.45214 7.05503
H -1.78358 -3.97434 6.90763
H -1.44262 -5.03073 4.76694
H -1.09776 -2.02739 4.43017
H -2.58903 -2.91183 4.50551
H -2.07640 -1.13618 2.30308
H -3.31719 -2.35734 2.41034
H -2.20604 -2.31439 1.04390
H 0.98715 -3.51026 4.84455
H 0.88313 -5.03161 5.26338
C 1.80285 -2.48936 -3.80614
C 2.92299 -1.50140 -4.07888
C 2.46719 -0.22242 -4.83937
O 1.67179 -0.45566 -5.98406
C 2.48032 -0.63792 -7.22592
N 3.60266 -1.13852 -2.79497
H 1.48285 -2.89701 -4.76505
H 0.87646 -2.01584 -3.48108
H 2.11679 -3.30486 -3.15458
H 3.64022 -2.03758 -4.70032
H 3.27060 0.49168 -5.02016
H 1.82029 0.30756 -4.14026
H 3.20103 0.14785 -7.45230
H 1.78660 -0.60759 -8.06612
H 3.01951 -1.58405 -7.27302
H 3.01263 -0.91478 -2.00636
H 4.06703 -1.98316 -2.49320
C -3.62610 -3.48672 -3.13230
C -2.76689 -2.25226 -2.90914
C -3.48693 -1.20035 -1.99203
O -4.68406 -0.75636 -2.67813
C -5.68336 -0.16568 -1.84207
N -1.49613 -2.79345 -2.43508
H -3.15770 -4.17438 -3.83645
H -4.56299 -3.23030 -3.62688
H -3.90862 -3.92390 -2.17462
H -2.48383 -1.78434 -3.85202
H -2.81541 -0.36411 -1.79746
H -3.78949 -1.70490 -1.07443
H -5.31445 0.72776 -1.33831
H -5.94508 -0.76605 -0.97079
H -6.59975 0.11130 -2.36324
H -1.46605 -2.62164 -1.44026
H -0.79088 -2.13951 -2.74343
C -0.86407 1.52160 -3.21375
C -2.19101 2.22771 -3.03017
C -2.00422 3.69219 -3.29696
O -1.02694 4.18122 -2.37237
C -1.04965 5.62893 -2.30783
N -3.17240 1.74272 -3.94749
H -0.14458 1.84001 -2.45941
H -0.30001 1.57620 -4.14486
H -0.96934 0.43998 -3.12927
H -2.53886 2.22929 -1.99717
H -2.93541 4.21747 -3.08466
H -1.64583 3.83505 -4.31639
H -0.65434 6.12481 -3.19437
H -0.29422 5.92243 -1.57895
H -2.01361 6.08765 -2.08775
H -3.68695 0.94467 -3.60332
H -2.71916 1.37780 -4.77303
C 3.15898 2.23022 1.74542
C 4.11331 1.10466 1.96727
C 5.26734 1.10369 0.92555
O 6.11491 0.03060 1.32669
C 7.21533 -0.08676 0.39812
N 4.45463 1.01137 3.34416
H 2.26847 1.89283 2.27577
H 2.84762 2.26356 0.70136
H 3.36491 3.28763 1.91145
H 3.49346 0.23274 1.75838
H 5.80835 2.04741 0.85610
H 4.84464 1.00876 -0.07465
H 7.93297 0.73270 0.35814
H 6.88547 -0.40481 -0.59089
H 7.56439 -1.04212 0.78996
H 3.76458 1.40079 3.97047
H 5.22317 1.66601 3.37426
*
```

Calculated values
**⟨S²⟩**: 0.75
**Frontier orbital gap (alpha / beta)**: 0.205 / 0.168 Ha
**E_LUMO (alpha / beta)**: 0.093 / 0.058 Ha

Results of the Mulliken charge analysis, in e, for atoms 1 through 6: 0.3226 -0.3466 -0.0550 -0.1971 0.2937 1.1264

***

Ordered E results: -5947.99110 -1963.91297; unit hartree.
Ordered F_max results: 2.16 3.01; unit eV/Å.
Ordered ΔE to the lowest compared entry with this formula, charge and spin results: 20.9 69.0; unit kcal per mole.